The following is a DFT calculation (ωB97M-V with the def2-TZVPD basis set) of a structure of composition C37H35ClN2NiS2Si2 at a distorted geometry.

## Properties
- gap between HOMO and LUMO (alpha / beta) (eV) = 5.60 / 6.08
- DFT total energy (Ha) = -4884.20616
- <S²> = 2.04
- LUMO level (alpha / beta) (eV) = 0.1074 / 0.0999

ORCA input file:
```
! RIJCOSX wB97M-V def2-TZVPD def2/J DEFGRID3
* xyz 0 3
C -0.58 0.60 2.35
C 0.78 0.82 2.68
C 1.09 2.20 2.42
H 1.43 0.12 3.18
C -0.14 2.84 1.99
C -1.12 1.82 1.86
H -2.14 1.97 1.53
H -1.13 -0.32 2.51
H 2.06 2.67 2.55
H -0.36 3.91 1.89
Ni 0.56 1.33 0.70
Si 2.98 4.49 -0.32
C 4.76 4.08 -0.67
C 5.28 4.37 -1.94
H 4.63 4.55 -2.80
C 6.66 4.46 -2.09
H 7.05 4.64 -3.08
C 7.52 4.32 -0.99
H 8.60 4.46 -1.11
C 6.99 3.96 0.24
H 7.63 3.82 1.10
C 5.61 3.80 0.40
H 5.18 3.46 1.35
C 3.04 6.35 -0.75
C 3.79 7.14 0.16
H 4.01 6.77 1.16
C 4.33 8.38 -0.23
H 5.00 8.94 0.44
C 4.03 8.95 -1.48
H 4.36 9.96 -1.75
C 3.21 8.21 -2.33
H 2.90 8.62 -3.29
C 2.76 6.92 -2.00
H 2.20 6.35 -2.74
H 2.82 4.37 1.17
Si 3.52 1.59 -3.93
C 2.37 2.65 -2.93
C 2.25 2.77 -1.54
H 2.65 1.95 -0.94
C 1.31 3.73 -0.96
H 0.89 3.53 0.07
C 0.52 4.56 -1.85
H -0.09 5.34 -1.39
C 0.64 4.43 -3.21
H 0.07 5.08 -3.90
C 1.54 3.46 -3.72
H 1.58 3.39 -4.81
C 4.76 0.93 -2.67
C 4.41 0.43 -1.40
H 3.39 0.10 -1.20
C 5.36 0.35 -0.38
H 5.05 0.26 0.67
C 6.72 0.38 -0.70
H 7.48 0.21 0.09
C 7.11 0.70 -2.01
H 8.17 0.71 -2.28
C 6.13 1.01 -2.97
H 6.46 1.30 -3.97
H 4.12 2.32 -4.99
Cl 2.55 -0.12 -4.55
C 2.92 -1.48 1.92
C 2.27 -1.33 0.60
N 1.48 -0.33 0.16
C 0.78 -0.73 -1.01
C 1.13 -1.99 -1.45
S 2.31 -2.73 -0.46
C -0.30 0.08 -1.52
C -1.16 -0.24 -2.54
S -2.32 1.02 -2.79
C -1.64 1.88 -1.42
N -0.59 1.28 -0.85
C -2.24 3.18 -1.02
H 3.57 -2.37 1.84
H 3.53 -0.59 2.18
H 2.17 -1.71 2.70
H 0.71 -2.41 -2.36
H -1.03 -1.14 -3.14
H -2.52 3.73 -1.94
H -3.16 2.99 -0.42
H -1.49 3.75 -0.44
*
```